Entry 1:
A molecular structure, C32H37BN14S2Tc in a non-equilibrium geometry, computed with ωB97M-V with the def2-TZVPD basis set.

E ... -79168.4813 eV
HOMO energy (alpha / beta) ... -15.269 / -15.272 eV
Multiplicity ... 3
Charge ... +3
Lowest unoccupied orbital energy (alpha / beta) ... -9.62 / -9.84 eV

Positions of all 87 atoms, in Å:
Tc1 -0.1413 0.3234 -0.2398
C1 1.6781 -2.1241 -1.9344
C2 1.9282 -0.6956 -2.2600
C3 2.8512 -0.1691 -3.1330
C4 2.6590 1.2086 -3.0969
N1 1.6721 1.4829 -2.2528
N2 1.2037 0.3172 -1.7084
B1 1.0621 2.8289 -1.7728
N3 1.3782 2.9308 -0.2408
C5 2.0054 3.8503 0.4921
C6 1.9567 3.4715 1.8257
C7 1.2782 2.2664 1.8349
C8 0.9294 1.4098 3.0051
N4 0.9457 1.9286 0.5712
N5 -0.4887 2.6714 -1.9057
C9 -1.3361 3.4993 -2.5073
C10 -2.6323 3.1358 -2.1736
C11 -2.5154 2.0497 -1.3289
C12 -3.6316 1.3358 -0.6483
N6 -1.1902 1.7479 -1.1855
N7 1.5317 4.0170 -2.5188
C13 1.3030 5.3377 -2.2404
C14 1.5734 6.0619 -3.3618
C15 1.9423 5.1015 -4.3353
C16 2.3302 5.3455 -5.7595
N8 1.8962 3.8816 -3.8433
H1 2.0388 -2.7487 -2.7495
H2 2.2157 -2.4138 -1.0272
H3 0.6163 -2.3293 -1.7977
H4 3.5563 -0.7093 -3.7407
H5 3.1218 2.0122 -3.6454
H6 2.4599 4.7086 0.0272
H7 2.3651 4.0049 2.6665
H8 1.2541 1.8917 3.9252
H9 -0.1501 1.2535 3.0899
H10 1.4403 0.4440 2.9585
H11 -0.9592 4.3003 -3.1243
H12 -3.5439 3.6156 -2.4856
H13 -4.3987 2.0605 -0.3808
H14 -4.0933 0.6033 -1.3110
H15 -3.3253 0.8332 0.2666
H16 0.9526 5.6686 -1.2756
H17 1.5271 7.1315 -3.4753
H18 2.9272 6.2519 -5.8431
H19 2.9110 4.5110 -6.1462
H20 1.4459 5.4666 -6.3853
S1 0.5390 -1.5953 1.4217
C17 -1.3588 -1.3975 1.7298
N9 -1.8480 -1.4581 2.9374
N10 -1.0919 -1.5902 3.9829
C18 -1.6186 -1.7126 5.2620
C19 -2.9991 -1.8223 5.4707
C20 -3.4516 -1.9365 6.7674
C21 -2.5517 -1.9439 7.8338
C22 -1.1812 -1.8334 7.6134
C23 -0.7048 -1.7177 6.3250
N11 -2.0958 -1.2636 0.6532
N12 -1.5709 -1.0609 -0.5474
C24 -2.3467 -1.4515 -1.6381
C25 -3.5168 -2.2085 -1.4849
C26 -4.2361 -2.5452 -2.6127
C27 -3.8029 -2.1375 -3.8747
C28 -2.6370 -1.3907 -4.0206
C29 -1.9010 -1.0457 -2.9046
H21 -0.0811 -1.6173 3.8541
H22 -3.6824 -1.8120 4.6345
H23 -4.5118 -2.0242 6.9597
H24 -2.9235 -2.0387 8.8450
H25 -0.4951 -1.8323 8.4485
H26 0.3580 -1.6179 6.1343
H27 -3.8509 -2.5087 -0.5020
H28 -5.1430 -3.1265 -2.5177
H29 -4.3805 -2.4037 -4.7499
H30 -2.3097 -1.0793 -5.0029
H31 -0.9987 -0.4549 -2.9991
S2 0.1631 -3.5507 0.7560
C30 1.7313 -4.2881 1.0436
N13 2.7451 -3.7862 1.7189
C31 3.8428 -4.7760 1.8537
C32 3.3497 -5.9420 0.9707
N14 1.9906 -5.4939 0.5890
H32 2.6989 -2.9118 2.2142
H33 3.9435 -5.0605 2.8987
H34 4.7778 -4.3499 1.5014
H35 3.2959 -6.8838 1.5097
H36 3.9519 -6.0702 0.0743
H37 1.3512 -6.0316 0.0229

Formally, the Mulliken partial charges of the atoms, in units of the elementary charge, are as follows: -0.3471 -1.1819 0.4828 -1.7804 0.1718 0.2375 0.6979 -0.0951 0.4099 0.0924 -1.7751 0.3277 -1.0269 0.3425 0.8086 0.0332 -1.5635 0.4581 -1.4715 0.5210 0.4453 -0.3747 -1.0894 0.5904 -1.2414 -1.0113 0.5002 0.1130 0.1309 0.5520 0.6854 0.8111 0.4985 0.4281 0.2346 0.1072 0.5094 0.5595 0.5173 0.1907 0.2149 0.6424 0.4715 0.3734 0.3537 0.2525 -0.1679 0.3401 -0.6853 0.6440 0.8911 -0.3294 -0.6422 -0.4888 -0.7156 -0.3299 -0.8721 2.0932 -0.4644 -0.4636 -0.6977 -0.5663 -1.1127 0.3129 0.2320 0.4258 0.4133 0.4169 0.4071 0.3594 0.4931 0.4592 0.4548 0.4936 0.4306 -0.1921 0.5795 0.0390 -0.4780 -0.4717 -0.1728 0.0544 0.3386 0.3220 0.3226 0.3220 0.1983


Entry 2:
A molecular structure, C32H37BN6O4PReS2 in a non-equilibrium geometry, computed with ωB97M-V with the def2-TZVPD basis set.

Energy above the lowest of the compared OMol25 structures with the same formula, charge and spin ... 0.00 kcal per mole
E ... -84667.5980 eV
HOMO energy ... -13.252 eV
Multiplicity ... 1
Charge ... +2
Lowest unoccupied orbital energy ... -7.19 eV

Positions of all 84 atoms, in Å:
Re1 -0.8050 2.1279 0.0404
C1 -0.0733 1.2578 -5.0185
N1 1.1697 1.7406 -4.4178
C2 1.3540 3.1489 -4.7703
N2 0.2219 3.9944 -4.3864
C3 -0.9942 3.4586 -4.9963
N3 -1.2435 2.0585 -4.6543
C4 -1.5816 1.9002 -3.2511
P1 -0.1715 2.4639 -2.1877
C5 1.2080 1.5341 -2.9769
C6 0.1084 4.1212 -2.9412
H1 -0.2407 0.2213 -4.7208
H2 0.0394 1.2923 -6.1023
H3 1.4704 3.2136 -5.8524
H4 2.2642 3.5246 -4.3006
H5 -0.8875 3.5309 -6.0787
H6 -1.8504 4.0631 -4.6919
H7 -1.8112 0.8566 -3.0263
H8 -2.4653 2.5017 -3.0141
H9 1.1269 0.4712 -2.7369
H10 2.1584 1.8993 -2.5783
H11 1.0319 4.5468 -2.5418
H12 -0.7151 4.7903 -2.6778
N4 2.9026 0.4932 4.3747
C7 2.1059 -0.1373 3.4591
C8 2.4361 -0.1163 2.0958
C9 1.6132 -0.7195 1.1621
C10 0.4610 -1.3324 1.6102
C11 0.0884 -1.3747 2.9386
C12 0.9253 -0.7792 3.8640
S1 -2.6821 0.9132 1.1087
O1 -3.0027 -0.3750 1.6321
O2 -1.1107 0.0770 -0.5769
N5 -3.7294 1.5780 0.2123
C13 -3.5379 2.9255 -0.0415
S2 -4.8272 3.9976 -0.3027
C14 -3.7138 5.2995 -0.3310
C15 -2.4419 4.8707 -0.1575
N6 -2.3388 3.5059 -0.0026
H13 3.8380 0.7489 4.1081
H14 2.7712 0.2958 5.3521
H15 3.3551 0.3558 1.7731
H16 1.8844 -0.7410 0.1146
H17 -0.8328 -1.8511 3.2450
H18 0.6670 -0.8142 4.9144
H19 -4.0500 6.3136 -0.4662
H20 -1.5514 5.4763 -0.1177
C16 -1.6319 -7.8491 1.7854
C17 -0.4726 -6.8426 1.8024
C18 0.7756 -7.4992 1.1940
C19 -0.1823 -6.4592 3.2564
C20 -0.8162 -5.6114 0.9648
C21 -1.5810 -5.7352 -0.1987
C22 -1.9325 -4.6611 -1.0118
C23 -1.4814 -3.4219 -0.6246
O3 -1.7120 -2.1950 -1.2247
B1 -1.1229 -1.2180 -0.4782
O4 -0.4110 -1.9151 0.6369
C24 -0.7060 -3.3168 0.5052
C25 -0.3465 -4.3426 1.3329
H21 -1.4687 -8.6017 2.5559
H22 -1.7041 -8.3766 0.8348
H23 -2.5904 -7.3678 1.9846
H24 1.0222 -8.4112 1.7391
H25 1.6380 -6.8319 1.2436
H26 0.6098 -7.7644 0.1491
H27 -0.0292 -7.3632 3.8450
H28 -1.0134 -5.9091 3.7021
H29 0.7274 -5.8643 3.3554
H30 -1.9244 -6.7164 -0.4915
H31 -2.5340 -4.7904 -1.8999
H32 0.2687 -4.1825 2.2051
C26 0.4278 3.0963 0.7052
C27 1.5247 3.8782 1.2141
C28 1.9722 4.9944 0.5009
C29 2.9825 5.7816 1.0256
C30 3.5365 5.4654 2.2593
C31 3.0943 4.3555 2.9682
C32 2.0922 3.5538 2.4498
H33 1.5275 5.2440 -0.4530
H34 3.3350 6.6439 0.4768
H35 4.3141 6.0927 2.6737
H36 3.5299 4.1199 3.9297
H37 1.7390 2.6933 2.9992

Formally, the Mulliken partial charges of the atoms, in units of the elementary charge, are as follows: 0.5064 -0.9330 0.1341 -0.9690 0.1296 -0.9188 0.1628 -1.0953 1.6196 -1.2134 -1.1271 0.4127 0.2817 0.3235 0.3889 0.3190 0.3986 0.3005 0.4181 0.4424 0.3638 0.3732 0.4158 -0.4403 0.6998 -0.6411 -0.5453 -0.1448 -0.0926 -1.1249 0.6561 -0.5176 -1.9081 -0.4017 0.4228 -0.0414 -0.3272 -0.6230 -0.0457 0.2475 0.2023 0.4136 0.5702 0.6397 0.3948 0.4855 0.4691 -1.8331 2.1492 -1.5763 -1.8920 -0.0650 -0.5211 -1.9412 0.4797 -0.2137 0.8345 0.6978 0.6828 -0.4072 0.4507 0.3918 0.4237 0.4164 0.3623 0.3903 0.4695 0.4295 0.3296 0.3383 0.5281 0.5298 0.7178 1.0494 -0.1984 -0.8735 -0.4137 -0.8982 -0.3172 0.4132 0.4463 0.4276 0.4324 0.6781